1 | This record from OMol25 describes a single C18H20ClN3O6S molecule. The level of theory is wB97M-V/def2-TZVPD.

## Properties
Kohn-Sham gap, Ha: 0.2861
Charge: 0
Spin multiplicity: 1

Geometry (Å):
C -6.549 -2.308 0.195
C -5.830 -1.510 -0.890
N -4.435 -1.235 -0.613
C -3.414 -2.194 -0.969
C -3.329 -3.438 -0.086
S -4.116 -0.273 0.710
O -3.594 -1.016 1.822
O -5.271 0.548 0.930
C -2.809 0.766 0.057
C -3.157 1.889 -0.659
C -2.168 2.714 -1.174
C -0.831 2.395 -0.984
O 0.224 3.131 -1.443
C -0.042 4.335 -2.127
C -0.486 1.231 -0.262
N 0.877 0.970 -0.106
C 1.455 -0.199 0.272
O 0.865 -1.227 0.510
C 2.960 -0.134 0.331
C 3.660 -1.188 -0.241
C 5.045 -1.212 -0.193
N 5.762 -2.301 -0.817
O 6.965 -2.326 -0.679
O 5.116 -3.111 -1.442
C 5.757 -0.205 0.450
C 5.068 0.831 1.045
C 3.678 0.870 0.984
Cl 2.868 2.168 1.780
C -1.484 0.429 0.268
H -6.149 -3.314 0.283
H -7.609 -2.372 -0.040
H -6.429 -1.800 1.147
H -5.883 -2.025 -1.853
H -6.315 -0.535 -0.984
H -2.465 -1.655 -0.915
H -3.580 -2.481 -2.013
H -4.168 -4.106 -0.260
H -3.317 -3.139 0.958
H -2.410 -3.974 -0.309
H -4.201 2.121 -0.790
H -2.450 3.599 -1.722
H 0.933 4.755 -2.369
H -0.594 5.038 -1.498
H -0.597 4.154 -3.052
H 1.469 1.739 -0.392
H 3.120 -1.993 -0.719
H 6.835 -0.253 0.479
H 5.599 1.614 1.563
H -1.240 -0.441 0.854

Formally, the Löwdin partial charges of the atoms, in units of the elementary charge, are as follows: -0.07 -0.25 -0.26 -0.24 -0.07 0.67 -0.27 -0.28 -0.26 -0.05 0.00 -0.20 -0.09 -0.07 -0.12 0.13 -0.43 0.11 -0.13 0.08 -0.13 -0.36 0.09 0.09 0.02 -0.08 -0.58 0.76 0.01 0.06 0.08 0.07 0.12 0.11 0.10 0.12 0.06 0.06 0.08 0.12 0.11 0.10 0.10 0.10 0.12 0.14 0.12 0.11 0.11

---

2 | This record from OMol25 describes a single C18H20ClN3O6S molecule. The level of theory is wB97M-V/def2-TZVPD.

## Properties
Kohn-Sham gap, Ha: 0.2980
Charge: 0
Spin multiplicity: 1

Geometry (Å):
C 1.404 -3.290 3.230
C 2.425 -2.957 2.154
O 1.731 -2.428 1.037
C 2.530 -2.147 -0.092
C 2.847 -3.375 -0.957
C 1.597 -3.966 -1.603
N 0.678 -4.500 -0.613
S -0.942 -4.259 -0.911
O -1.213 -4.668 -2.256
O -1.648 -4.876 0.172
C -1.131 -2.481 -0.785
C -1.109 -1.692 -1.918
C -1.156 -0.313 -1.801
C -1.232 0.266 -0.536
N -1.278 1.651 -0.342
C -1.216 2.644 -1.274
O -1.075 2.489 -2.463
C -1.311 4.011 -0.648
C -0.399 4.393 0.332
C -0.426 5.666 0.866
C -1.385 6.562 0.412
N -1.427 7.900 0.969
O -0.618 8.168 1.829
O -2.266 8.658 0.541
C -2.307 6.209 -0.562
C -2.264 4.930 -1.096
Cl -3.413 4.472 -2.288
C -1.274 -0.545 0.600
C -1.216 -1.918 0.474
H 1.908 -3.673 4.112
H 0.845 -2.397 3.498
H 0.706 -4.040 2.866
H 3.147 -2.211 2.522
H 2.984 -3.861 1.875
H 1.949 -1.428 -0.679
H 3.467 -1.667 0.225
H 3.333 -4.141 -0.352
H 3.541 -3.070 -1.741
H 1.871 -4.785 -2.276
H 1.095 -3.196 -2.201
H 0.873 -4.151 0.315
H -1.075 -2.167 -2.885
H -1.135 0.313 -2.677
H -1.405 1.936 0.620
H 0.352 3.690 0.661
H 0.278 5.979 1.622
H -3.041 6.927 -0.893
H -1.349 -0.093 1.579
H -1.250 -2.565 1.335

Formally, the Löwdin partial charges of the atoms, in units of the elementary charge, are as follows: -0.06 -0.27 -0.20 -0.20 -0.14 -0.23 -0.11 0.64 -0.28 -0.29 -0.28 -0.05 0.01 -0.20 0.15 -0.45 0.08 -0.15 -0.01 0.02 -0.14 -0.36 0.09 0.10 0.00 -0.58 0.77 0.00 -0.06 0.08 0.08 0.08 0.12 0.12 0.13 0.12 0.11 0.12 0.12 0.10 0.07 0.12 0.11 0.15 0.12 0.12 0.12 0.12 0.11

---

2 has the most favorable energy; the next structure is 0.116 eV above.

---

1 | This record from OMol25 describes a gas-phase ion, C3H9N2O (charge +1). The level of theory is wB97M-V/def2-TZVPD.

## Properties
Kohn-Sham gap, Ha: 0.3985
Charge: +1
Spin multiplicity: 1

Geometry (Å):
N -2.218 0.023 0.020
C -0.878 0.174 -0.293
C 0.021 -1.012 0.213
N 1.390 -0.441 0.076
C 1.123 1.139 -0.095
O -0.138 1.263 0.321
H -2.319 -0.206 0.934
H -2.890 0.744 -0.352
H -0.628 0.135 -1.359
H -0.228 -1.293 1.301
H -0.056 -1.950 -0.333
H 1.942 -0.572 0.904
H 1.821 -1.048 -0.790
H 1.695 1.642 0.591
H 1.364 1.402 -1.139

Formally, the Löwdin partial charges of the atoms, in units of the elementary charge, are as follows: 0.14 -0.38 -0.07 0.10 -0.12 -0.02 0.05 0.15 0.16 0.17 0.13 0.16 0.26 0.12 0.16

---

2 | This record from OMol25 describes a molecular structure, C3H9N2O. The level of theory is wB97M-V/def2-TZVPD.

## Properties
Kohn-Sham gap, Ha: 0.3798
Charge: +1
Spin multiplicity: 1

Geometry (Å):
C -0.738 0.681 1.471
C -1.178 -0.371 -0.610
C 1.793 -0.612 -0.361
N 2.247 -0.257 -1.386
N -0.242 0.491 0.169
O 2.365 -0.004 -2.505
H -0.170 1.239 2.312
H -1.724 1.226 1.316
H -0.965 -0.291 1.786
H -2.149 -0.264 -0.431
H -1.000 -0.496 -1.666
H -1.003 -1.374 -0.146
H 2.232 -1.188 0.515
H 0.696 -0.025 -0.004
H -0.163 1.244 -0.462

Formally, the Löwdin partial charges of the atoms, in units of the elementary charge, are as follows: -0.04 0.00 0.08 -0.11 -0.11 0.20 0.15 0.14 0.08 0.06 0.12 0.13 0.18 -0.04 0.16

---

3 | This record from OMol25 describes 2 unconnected molecules or ions with the total composition C3H9N2O. The level of theory is wB97M-V/def2-TZVPD.

## Properties
Kohn-Sham gap, Ha: 0.3921
Charge: +1
Spin multiplicity: 1

Geometry (Å):
C 1.045 -1.387 -0.071
C -1.849 0.090 -0.583
C 2.178 0.790 0.218
N 1.007 -0.111 0.055
N -2.684 0.191 0.400
O -0.048 0.646 -0.128
H 0.093 -1.852 -0.196
H 1.937 -1.913 0.035
H -1.463 -0.866 -0.913
H -1.716 0.779 -1.349
H 1.955 1.730 0.550
H 2.928 0.339 0.850
H 2.586 0.778 -0.701
H -3.041 -0.441 1.108
H -2.930 1.226 0.727

Formally, the Löwdin partial charges of the atoms, in units of the elementary charge, are as follows: 0.17 -0.03 0.07 -0.24 0.13 -0.11 0.09 0.10 0.10 0.11 0.08 0.11 0.07 0.14 0.20

---

1 has the most favorable energy; the next structure is 2.354 eV above.

---

1 | This record from OMol25 describes a gas-phase ion, C3H9N2O (charge +1). The level of theory is wB97M-V/def2-TZVPD.

## Properties
Kohn-Sham gap, Ha: 0.4519
Charge: +1
Spin multiplicity: 1

Geometry (Å):
C 1.508 0.223 -1.010
C 0.893 -0.219 0.302
O 1.156 0.465 1.455
C -0.923 -0.150 0.084
N -1.644 -0.107 1.200
N -1.461 0.028 -1.062
H 0.770 0.202 -1.699
H 2.297 -0.453 -1.272
H 1.809 1.240 -0.828
H 1.085 -1.393 0.327
H 1.673 -0.044 2.130
H -1.287 0.015 2.141
H -2.652 -0.009 1.321
H -0.742 0.093 -1.799
H -2.481 0.109 -1.291

Formally, the Löwdin partial charges of the atoms, in units of the elementary charge, are as follows: -0.01 -0.28 0.01 -0.23 0.18 0.19 0.01 0.10 0.11 0.18 0.15 0.13 0.14 0.12 0.18

---

2 | This record from OMol25 describes a gas-phase ion, C3H9N2O (charge +1). The level of theory is wB97M-V/def2-TZVPD.

## Properties
Kohn-Sham gap, Ha: 0.4026
Charge: +1
Spin multiplicity: 1

Geometry (Å):
C 2.625 1.463 -0.013
O 1.118 0.776 0.029
N 0.518 -0.560 0.403
N -0.655 -0.622 0.154
C -1.514 0.433 -0.564
C -1.294 -1.832 0.438
H 2.699 1.502 -1.059
H 3.296 0.917 0.558
H 2.388 2.500 0.576
H -0.687 1.291 -0.636
H -1.830 0.064 -1.573
H -2.296 0.758 0.188
H -0.669 -2.494 0.955
H -2.204 -1.748 0.936
H -1.494 -2.449 -0.390

Formally, the Löwdin partial charges of the atoms, in units of the elementary charge, are as follows: 0.15 -0.20 0.22 -0.20 0.07 0.00 0.06 0.05 0.16 0.13 0.12 0.13 0.10 0.10 0.11

---

1 has the most favorable energy; the next structure is 4.648 eV above.

---

1 | This record from OMol25 describes a single C4H5ClOS molecule. The level of theory is wB97M-V/def2-TZVPD.

## Properties
Kohn-Sham gap, Ha: 0.3034
Charge: 0
Spin multiplicity: 1

Geometry (Å):
O 0.592 -1.770 1.827
C -0.377 -0.954 1.145
C -0.270 0.498 1.599
C 0.380 0.823 0.233
Cl -0.324 2.116 -0.731
C 0.044 -0.527 -0.257
S 0.168 -1.252 -1.667
H 0.207 -2.136 2.642
H -1.379 -1.389 1.080
H 0.331 0.733 2.492
H -1.207 1.010 1.619
H 1.471 0.957 0.338

Formally, the Löwdin partial charges of the atoms, in units of the elementary charge, are as follows: -0.02 -0.36 -0.12 -0.73 0.63 -0.80 0.80 0.10 0.15 0.13 0.09 0.13

---

2 | This record from OMol25 describes a molecular structure, C4H5ClOS. The level of theory is wB97M-V/def2-TZVPD.

## Properties
Kohn-Sham gap, Ha: 0.3083
Charge: 0
Spin multiplicity: 1

Geometry (Å):
C -0.916 0.181 0.245
C 0.302 -0.774 0.499
C 1.182 0.015 -0.397
C 0.224 1.153 -0.197
H -2.775 -0.771 -0.203
H -1.377 0.554 1.031
H 0.287 -1.794 0.038
H 0.600 -0.678 1.594
H 0.953 -0.288 -1.398
O -1.787 -0.474 -0.818
S 0.290 2.717 -0.132
Cl 3.016 0.159 -0.260

Formally, the Löwdin partial charges of the atoms, in units of the elementary charge, are as follows: -0.28 -0.15 -0.69 -0.81 0.24 0.08 0.13 0.15 0.11 -0.14 0.81 0.55

---

1 has the most favorable energy; the next structure is 1.773 eV above.